# 1
Entry from the Open Molecules 2025 dataset: a molecular structure, C4H4O5Pb in a non-equilibrium geometry (wB97M-V/def2-TZVPD).

XYZ file:
```
14
Properties=species:S:1:pos:R:3:forces:R:3
O -1.1830 -0.4580 -0.7798 -0.53 0.70 -0.28
H 1.4845 -2.9068 -2.1867 -0.14 0.13 0.09
O 0.0763 -2.3584 -0.7919 -0.05 -0.31 0.13
C 0.7805 -2.0852 -2.0020 -0.13 0.01 -0.05
C 1.4772 -0.7454 -1.7224 -0.08 0.12 -0.03
O 1.0766 -0.4283 -0.3907 0.32 0.17 0.22
C -0.0902 -1.1523 -0.0878 -0.79 0.65 -0.88
H 0.0835 -2.0142 -2.8502 0.12 0.01 0.22
H 1.1512 0.0362 -2.4245 0.04 -0.16 0.18
H 2.5723 -0.8163 -1.7465 -0.21 0.02 0.05
Pb -0.9207 -1.1716 2.0697 1.41 -1.32 1.54
C -2.2510 0.2363 -0.1367 0.17 -0.84 -1.84
O -3.0433 0.8384 -0.8542 1.03 -0.38 0.63
O -2.3222 0.0535 1.1166 -1.14 1.20 0.03
```
Positions in Å, forces in eV/Å.

As for the spin multiplicity: 2. As for the charge: -1. The calculation puts the HOMO energy (alpha / beta) at -1.91 / -4.52 eV. The expectation value of S² is 0.753. The frontier orbital gap (alpha / beta) comes out at 0.1978 / 0.2915 Ha. As for the LUMO energy (alpha / beta): 3.47 / 3.41 eV.


# 2
Entry from the Open Molecules 2025 dataset: a gas-phase ion, C2H5N2O2 (charge +1) in a non-equilibrium geometry (wB97M-V/def2-TZVPD).

XYZ file:
```
11
Properties=species:S:1:pos:R:3:forces:R:3
C 0.6757 -1.0962 -0.1379 4.13 -7.38 -4.82
C -0.7983 0.5313 0.2874 2.16 -0.54 -5.26
N 1.2688 -0.3135 0.6993 -1.27 6.30 5.66
N -0.5665 -0.7866 -0.2955 -5.26 0.78 0.42
O 0.3570 0.6580 1.1519 0.66 -0.52 -0.74
O -0.6661 1.3301 -0.9751 0.94 -3.28 1.64
H 1.3354 -1.9081 -0.5194 -1.47 0.60 -0.07
H -1.7773 0.7621 0.5706 -1.08 0.00 1.99
H 2.2078 -0.0637 0.8838 1.29 0.30 0.05
H -1.2248 -1.3320 -0.8738 0.42 0.83 0.48
H -0.8118 2.2185 -0.7913 -0.52 2.93 0.66
```
Positions in Å, forces in eV/Å.

As for the spin multiplicity: 3. As for the charge: +1. The calculation puts the HOMO energy (alpha / beta) at -10.89 / -16.83 eV. The expectation value of S² is 2.007. The frontier orbital gap (alpha / beta) comes out at 0.2814 / 0.2986 Ha. As for the LUMO energy (alpha / beta): -3.23 / -8.71 eV.


Calculated energy in order - -723.90004, -338.68358 hartree